(1)
{"formula": "C5H5N3", "method": "wB97M-V/def2-TZVPD", "species": ["C", "C", "C", "C", "C", "H", "H", "H", "H", "H", "N", "N", "N"], "xyz": [[1.76469, 0.63702, -0.21044], [0.71202, -0.32790, -0.52094], [0.21391, -0.78053, 0.86935], [-0.57651, 0.13460, -0.80606], [-1.03275, 1.39042, 0.05250], [1.16216, -1.38052, -1.06703], [-0.14164, 0.02706, 1.69103], [0.73247, -1.79035, 1.49520], [-2.09420, -1.12562, 0.33525], [-0.96575, 0.41077, -1.92385], [2.63099, 1.33368, 0.03439], [-1.04945, -1.03972, -0.16760], [-1.35596, 2.51110, 0.21819]], "nbo_charge": [0.2635, -0.3711, -0.2170, -0.1219, 0.1977, 0.3133, 0.2406, 0.2421, 0.3868, 0.2595, -0.2918, -0.6153, -0.2863], "homo_lumo_gap_ev": 10.97, "multiplicity": 1}

---

(2)
{"formula": "C5H5N3", "method": "wB97M-V/def2-TZVPD", "species": ["C", "C", "C", "C", "C", "N", "N", "N", "H", "H", "H", "H", "H"], "xyz": [[-2.37326, 2.17252, -1.62238], [-1.39860, 1.66581, -1.08318], [0.62309, -1.03847, 0.05854], [-0.37485, 0.02162, 0.13337], [1.54861, -0.77268, 1.03675], [-0.14968, 0.88715, 1.19682], [1.05805, 0.41466, 1.62889], [-0.26887, 1.16601, -0.71756], [-3.23627, 2.38445, -2.14406], [0.55950, -1.84774, -0.62918], [-1.33184, -0.49908, 0.13461], [1.55344, 0.81751, 2.42554], [2.50162, -1.22991, 1.23180]], "nbo_charge": [-0.2925, 0.1422, -0.2326, -0.0247, -0.0396, -0.0790, -0.3843, -0.3789, 0.2244, 0.2286, 0.1968, 0.4044, 0.2353], "homo_lumo_gap_ev": [7.92, 6.91], "multiplicity": 1}

---

(3)
{"formula": "C5H5N3O", "method": "wB97M-V/def2-TZVPD", "species": ["C", "C", "C", "C", "C", "H", "H", "H", "H", "H", "N", "N", "N", "O"], "xyz": [[2.21173, 0.36598, -0.33530], [-0.05801, -0.81270, -0.00654], [-1.40434, -1.28650, -0.04740], [-2.12014, -0.25560, -0.10032], [-0.05878, 0.46376, 0.25877], [1.35468, 1.98739, 0.81124], [3.24917, 0.74286, -0.62325], [-1.45134, -2.40324, -0.52558], [-3.09543, -0.11865, -0.12033], [-1.73722, 1.90555, -0.02473], [1.21436, 1.10911, 0.21726], [2.23435, -0.97655, -0.10590], [-1.32316, 0.91571, 0.09397], [0.98413, -1.63713, 0.50810]], "nbo_charge": [0.1694, 0.1273, -0.2842, -0.0616, 0.2349, 0.4199, 0.2310, 0.2472, 0.1979, 0.4259, -0.6424, -0.1539, -0.5409, -0.3707], "smiles": "C1=NOc2cc[nH]c2N1", "homo_lumo_gap_ev": 8.18, "multiplicity": 1}

---

(4)
{"formula": "C5H5N3O", "method": "wB97M-V/def2-TZVPD", "species": ["C", "C", "C", "C", "C", "H", "H", "H", "H", "H", "N", "N", "N", "O"], "xyz": [[0.38616, -0.95508, -1.00892], [0.15704, 0.62920, 0.85016], [-1.24756, 0.50100, 0.46093], [-0.18390, 0.40535, -0.60818], [0.04261, 1.48524, -1.52330], [1.40880, -2.28904, 0.13140], [0.28600, -0.98018, 2.09130], [0.55421, 1.52312, 1.30357], [-1.86794, 1.36903, 0.62835], [-1.84970, -0.43054, 0.68118], [0.74973, -1.52701, 0.18822], [0.80769, -0.60897, 1.28964], [0.28769, 2.28771, -2.34229], [0.46918, -1.40981, -2.14206]], "nbo_charge": [0.6771, -0.0469, -0.3951, -0.2732, 0.2891, 0.4131, 0.3602, 0.2398, 0.2472, 0.2355, -0.4722, -0.4297, -0.2882, -0.5567], "smiles": "N#C[C@]12C[C@H]1NNC2=O", "homo_lumo_gap_ev": 10.03, "multiplicity": 1}

---

(5)
{"formula": "C5H5N3O", "method": "wB97M-V/def2-TZVPD", "species": ["C", "C", "C", "C", "C", "H", "H", "H", "H", "H", "N", "N", "N", "O"], "xyz": [[-1.91818, 1.32576, -2.75417], [-1.09465, 0.40634, -2.06262], [0.03130, 0.17759, -0.00651], [1.20925, 0.34630, 2.08894], [0.23425, -1.27290, -0.09555], [-2.69710, 2.21885, -2.40998], [-2.29154, 0.89126, -3.70788], [-0.30766, -0.64979, -2.47699], [0.87647, 2.15450, 0.78319], [1.98906, 1.19426, 2.45567], [-0.57505, 0.99863, -0.86240], [0.60427, 0.97710, 0.99296], [0.45620, -2.57096, 0.33584], [1.03264, -0.94262, 2.38383]], "nbo_charge": [-0.3964, -0.0717, 0.2698, 0.5053, 0.1791, 0.2469, 0.1948, 0.2250, 0.4654, 0.1388, -0.4046, -0.6187, -0.1531, -0.5808], "homo_lumo_gap_ev": 7.66, "multiplicity": 1}

---

(6)
{"formula": "C5H5N3O", "method": "wB97M-V/def2-TZVPD", "species": ["C", "C", "C", "C", "C", "N", "N", "N", "O", "H", "H", "H", "H", "H"], "xyz": [[-1.11023, -1.94716, 0.37804], [1.22362, -0.89984, 1.90214], [1.80475, 0.29794, 1.37804], [1.20637, 0.52770, 0.01337], [-0.33310, 0.40437, 0.12287], [-0.65254, -2.38708, 1.63516], [0.23408, -1.57414, 2.04458], [-0.81997, -0.93932, -0.30883], [2.64850, 1.02821, 1.83531], [-1.69016, -2.80010, 0.05958], [1.37037, 1.50866, -0.32942], [1.65747, -0.12685, -0.61841], [-0.76424, 0.46448, 1.05238], [-0.88704, 0.91127, -0.60789]], "nbo_charge": [0.2355, 0.1957, 0.4724, -0.4748, -0.2447, -0.3316, 0.0047, -0.4628, -0.4847, 0.1817, 0.2394, 0.2408, 0.1971, 0.2313], "homo_lumo_gap_ev": [8.37, 8.37], "multiplicity": 1}

---

(7)
{"formula": "C5H5N3O4", "method": "wB97M-V/def2-TZVPD", "species": ["C", "C", "C", "C", "C", "N", "N", "N", "O", "O", "O", "O", "H", "H", "H", "H", "H"], "xyz": [[-1.72604, 1.14802, 0.11439], [1.83201, -0.72141, -2.13168], [0.62199, -0.39490, -1.63531], [0.20847, -0.63755, -0.16008], [-0.64311, 0.41975, 0.66371], [-2.56578, 1.83599, -0.25050], [-1.32342, -0.41306, 1.75679], [0.32217, 1.32686, 1.27235], [-1.64713, 0.11177, 2.79571], [-1.60753, -1.51382, 1.40382], [0.53723, 2.37023, 0.73469], [0.91322, 0.85118, 2.19065], [2.00433, -0.63292, -3.28067], [2.68512, -0.97715, -1.42358], [-0.28682, -0.19089, -2.25660], [1.16381, -1.08784, 0.41325], [-0.48850, -1.49426, -0.20694]], "nbo_charge": [0.2154, -0.3811, -0.2059, -0.4581, 0.0260, -0.1736, 0.5502, 0.5404, -0.3155, -0.3331, -0.3214, -0.3388, 0.2286, 0.2119, 0.2139, 0.2617, 0.2793], "smiles": "C=CCC(C#N)([N+](=O)[O-])[N+](=O)[O-]", "homo_lumo_gap_ev": 9.86, "multiplicity": 1}

---

(8)
{"formula": "C5H5N4O5", "method": "wB97M-V/def2-TZVPD", "species": ["C", "C", "C", "C", "C", "N", "N", "N", "N", "O", "O", "O", "O", "O", "H", "H", "H", "H", "H"], "xyz": [[-1.54767, 0.50968, -0.99336], [0.35857, -0.34897, 1.01624], [-0.55304, 0.79923, 1.00362], [-0.25066, -0.16304, -1.45537], [0.34140, -1.21393, -0.50865], [-1.57419, 1.03406, 0.14354], [-0.35838, 1.40330, 2.15066], [0.99205, -0.58672, 2.04361], [0.72929, 0.96354, -1.76643], [0.77128, 1.23326, -2.92915], [1.71268, -1.35067, 2.57729], [1.27314, 1.48013, -0.87185], [0.58307, 0.99064, 2.91737], [-0.40339, -2.39163, -0.44319], [-2.40172, 0.57019, -1.54195], [-0.70057, -0.59761, -2.28831], [1.42954, -1.45797, -0.71161], [-0.61971, 2.38075, 2.19699], [0.21831, -3.25424, -0.53947]], "nbo_charge": [0.2344, 0.0444, 0.3699, -0.2666, 0.1625, -0.3777, -0.0818, 0.3858, 0.5639, -0.3010, -0.1500, -0.3444, -0.2802, -0.6806, 0.2286, 0.2799, 0.2414, 0.4421, 0.5292], "charge": 1, "homo_lumo_gap_ev": [8.73, 8.73], "multiplicity": 1}